<one>
H46O23 | wB97M-V/def2-TZVPD

The calculation puts the HOMO energy at -10.911 eV. As for the net charge: 0. The orbital gap comes out at 10.94 eV.

Last column: Mulliken charge in e.
Geometry (Å):
O1 -4.653 1.876 -0.770  -0.627
H1 -5.462 1.505 -0.410  0.251
H2 -4.864 2.883 -0.743  0.302
O2 -1.541 3.128 0.371  -0.685
H3 -2.223 3.374 -0.263  0.369
H4 -0.801 3.208 -0.229  0.336
O3 -1.812 -3.190 1.052  -0.783
H5 -0.889 -3.496 1.057  0.371
H6 -1.667 -2.242 1.253  0.440
O4 -3.280 4.025 -1.805  -0.551
H7 -2.909 3.720 -2.610  0.284
H8 -3.435 4.955 -1.906  0.257
O5 -0.709 -0.065 -3.364  -0.469
H9 -0.458 -0.973 -3.322  0.226
H10 -1.446 -0.085 -2.745  0.153
O6 -0.328 3.184 5.527  -0.636
H11 -0.698 2.432 5.125  0.294
H12 -0.402 3.868 4.845  0.328
O7 0.569 2.595 -1.168  -0.676
H13 1.222 3.167 -0.818  0.222
H14 0.723 1.650 -1.180  0.495
O8 2.270 -4.585 3.455  -0.649
H15 2.644 -4.985 4.259  0.292
H16 2.107 -3.694 3.757  0.304
O9 -1.428 -0.388 0.950  -0.770
H17 -2.119 -0.022 0.394  0.378
H18 -0.619 -0.271 0.436  0.353
O10 2.539 -0.727 -3.220  -0.636
H19 2.052 -1.420 -3.704  0.276
H20 2.381 0.111 -3.661  0.302
O11 1.399 1.174 -4.568  -0.659
H21 0.582 0.672 -4.501  0.344
H22 1.165 2.062 -4.767  0.306
O12 -1.293 2.659 -3.609  -0.687
H23 -1.081 2.227 -2.770  0.348
H24 -1.541 1.891 -4.178  0.345
O13 0.328 -3.067 -2.272  -0.565
H25 -0.615 -3.337 -2.235  0.288
H26 0.616 -2.965 -1.354  0.252
O14 3.165 -0.808 0.825  -0.807
H27 3.532 -0.313 1.598  0.215
H28 2.569 -1.473 1.294  0.366
O15 -1.142 1.732 2.742  -0.532
H29 -1.317 2.278 1.888  0.350
H30 -1.513 0.834 2.566  0.298
O16 2.918 -1.463 3.799  -0.628
H31 3.703 -0.930 4.003  0.293
H32 2.150 -0.939 4.049  0.326
O17 2.959 -2.746 -1.041  -0.643
H33 3.080 -2.092 -1.751  0.261
H34 3.303 -2.214 -0.304  0.455
O18 -2.651 -2.937 -1.434  -0.705
H35 -2.572 -3.189 -0.501  0.474
H36 -3.567 -3.049 -1.701  0.273
O19 -3.035 -0.100 -1.495  -0.668
H37 -3.144 -1.035 -1.444  0.352
H38 -3.758 0.381 -1.132  0.347
O20 3.745 1.459 2.322  -0.694
H39 2.764 1.477 2.534  0.499
H40 3.912 2.165 1.689  0.290
O21 0.769 -4.080 1.003  -0.621
H41 1.557 -3.922 0.468  0.274
H42 1.098 -4.476 1.805  0.286
O22 1.359 1.562 3.299  -0.731
H43 1.497 2.063 4.159  0.335
H44 0.395 1.634 3.045  0.354
O23 0.948 -0.006 -0.764  -0.207
H45 1.741 -0.249 -0.244  0.351
H46 1.213 -0.418 -1.591  0.117

<two>
H46O23 | wB97M-V/def2-TZVPD

The calculation puts the HOMO energy at -10.643 eV. As for the net charge: 0. The orbital gap comes out at 10.74 eV.

Last column: Mulliken charge in e.
Geometry (Å):
O1 0.350 5.085 1.770  -0.646
H1 0.177 4.384 2.452  0.292
H2 0.314 4.586 0.951  0.352
O2 2.136 -0.163 -1.330  -0.437
H3 2.026 0.303 -2.158  0.108
H4 2.513 -1.036 -1.494  0.230
O3 3.246 -1.550 1.914  -0.781
H5 2.397 -1.778 2.260  0.288
H6 3.354 -0.650 1.555  0.440
O4 0.426 -1.736 3.034  -0.736
H7 0.752 -0.974 3.425  0.472
H8 -0.516 -1.614 3.079  0.160
O5 -1.168 0.745 5.758  -0.731
H9 -1.000 1.128 4.883  0.281
H10 -0.311 0.915 6.257  0.327
O6 1.622 0.193 -4.219  -0.646
H11 1.846 1.034 -4.625  0.333
H12 0.648 0.226 -4.301  0.318
O7 -2.671 -0.935 -0.399  -0.706
H13 -2.832 -1.356 -1.251  0.319
H14 -1.794 -1.295 -0.043  0.351
O8 -1.235 -4.268 -2.992  -0.646
H15 -0.320 -4.117 -2.764  0.295
H16 -1.421 -5.220 -2.944  0.265
O9 -1.003 -0.743 -3.422  -0.725
H17 -1.874 -1.135 -3.277  0.283
H18 -0.418 -1.448 -3.210  0.322
O10 3.107 0.914 0.964  -0.689
H19 3.928 1.427 0.905  0.305
H20 2.752 0.752 0.025  0.348
O11 1.271 2.895 -4.350  -0.661
H21 1.092 3.378 -5.187  0.262
H22 0.526 3.034 -3.732  0.350
O12 -0.970 1.979 -2.378  -0.674
H23 -0.782 1.028 -2.476  0.382
H24 -0.419 2.217 -1.564  0.418
O13 0.858 0.964 3.492  -0.625
H25 1.744 1.079 3.160  0.238
H26 0.363 1.593 2.922  0.268
O14 -3.567 -0.374 4.794  -0.616
H27 -2.857 0.132 5.232  0.396
H28 -4.210 -0.401 5.495  0.295
O15 0.509 2.760 0.066  -0.608
H29 1.354 2.403 -0.236  0.278
H30 0.199 2.130 0.739  0.276
O16 0.804 -3.210 -1.405  -0.669
H31 0.299 -2.811 -0.625  0.435
H32 1.697 -3.189 -0.984  0.297
O17 -2.498 -1.729 2.562  -0.571
H33 -3.004 -1.541 3.340  0.294
H34 -2.931 -1.587 1.696  0.284
O18 2.889 2.913 -2.126  -0.622
H35 2.566 2.841 -3.063  0.390
H36 2.720 3.826 -1.856  0.287
O19 -3.248 1.672 -0.175  -0.807
H37 -2.712 1.865 -0.936  0.335
H38 -3.183 0.683 -0.222  0.502
O20 -1.439 1.469 1.886  -0.452
H39 -1.684 0.555 2.113  0.265
H40 -2.165 1.873 1.347  0.264
O21 3.419 -2.841 -0.394  -0.646
H41 4.023 -3.599 -0.396  0.281
H42 3.404 -2.597 0.548  0.432
O22 -3.297 -2.289 -2.842  -0.649
H43 -4.102 -2.427 -3.398  0.261
H44 -2.664 -3.048 -3.034  0.388
O23 0.036 -1.270 0.233  -0.183
H45 0.695 -0.720 -0.290  0.196
H46 0.233 -1.332 1.243  0.363

Of them, the most stable is <two> and the least stable is <one>.

<one>
C4H8O2S | wB97M-V/def2-TZVPD

The calculation puts the HOMO energy at -8.892 eV. As for the net charge: 0. The orbital gap comes out at 9.57 eV.

Last column: Mulliken charge in e.
Geometry (Å):
C1 -2.456 -0.261 -0.235  -0.635
C2 -0.217 -0.487 0.190  0.210
C3 0.756 0.788 0.532  -0.518
C4 2.410 -0.284 -0.598  -0.223
H1 -2.698 0.773 0.518  0.259
H2 -2.660 -1.248 0.506  0.253
H3 -3.247 -0.203 -0.978  0.279
H4 -1.112 -0.573 1.090  0.311
H5 1.084 0.735 1.590  0.347
H6 0.246 1.908 0.447  0.236
H7 3.276 -0.098 0.119  0.262
H8 2.697 -0.336 -1.759  0.237
O1 -0.996 -0.179 -0.997  -0.373
O2 1.725 0.903 -0.451  -0.359
S1 1.193 -1.439 0.026  -0.286

<two>
C4H8O2S | wB97M-V/def2-TZVPD

The calculation puts the HOMO energy (alpha / beta) at -7.269 / -7.568 eV. As for the net charge: 0. The orbital gap (alpha / beta) comes out at 7.19 / 7.62 eV.

Last column: Mulliken charge in e.
Geometry (Å):
C1 -1.067 2.089 -0.156  -0.016
C2 0.240 2.638 -0.088  -0.515
C3 0.343 -1.544 0.913  -0.742
C4 -0.337 -1.646 -0.389  -0.439
O1 -1.300 0.979 -0.592  -0.181
O2 -0.526 -0.634 -2.745  -0.554
S1 0.088 -0.198 -1.466  0.385
H1 0.517 2.770 0.932  0.274
H2 0.845 1.808 -0.432  0.174
H3 0.358 3.600 -0.698  0.260
H4 -0.419 -1.760 1.747  0.268
H5 1.298 -2.306 1.036  0.250
H6 0.510 -0.486 1.115  0.174
H7 0.074 -2.455 -1.061  0.341
H8 -1.486 -1.618 -0.400  0.321

Of them, the most stable is <two> and the least stable is <one>.

<one>
C4H8O2S | wB97M-V/def2-TZVPD

The calculation puts the HOMO energy at -8.835 eV. As for the net charge: 0. The orbital gap comes out at 8.48 eV.

Last column: Mulliken charge in e.
Geometry (Å):
C1 -1.140 -0.560 0.775  0.883
C2 -1.549 0.864 1.037  -1.005
C3 1.551 0.708 -0.953  -1.311
C4 0.987 -0.781 -0.912  -0.154
O1 -0.417 -1.383 1.448  -0.383
O2 -0.403 -0.755 -0.979  -0.544
S1 -1.934 -2.093 0.990  -0.094
H1 -1.121 1.489 0.209  0.231
H2 -1.113 1.029 1.949  0.362
H3 -2.605 0.814 1.048  0.359
H4 2.491 0.688 -1.347  0.457
H5 0.811 1.282 -1.440  0.299
H6 1.614 1.165 -0.032  0.354
H7 1.438 -1.177 0.015  0.169
H8 1.389 -1.290 -1.806  0.379

<two>
C4H8O2S | wB97M-V/def2-TZVPD

The calculation puts the HOMO energy at -8.833 eV. As for the net charge: 0. The orbital gap comes out at 8.64 eV.

Last column: Mulliken charge in e.
Geometry (Å):
C1 2.424 -0.334 0.525  -1.160
C2 0.934 -0.320 0.025  -0.301
C3 -0.982 1.016 0.192  0.427
C4 -1.686 -0.175 -0.651  -0.444
H1 3.217 0.314 -0.231  0.236
H2 2.458 0.120 1.457  0.334
H3 2.889 -1.310 0.395  0.349
H4 1.119 -0.283 -0.935  0.412
H5 0.404 -1.315 0.157  0.302
H6 -0.940 -0.295 -1.428  0.306
H7 -1.634 -1.078 0.199  0.267
H8 -3.442 0.408 0.125  0.331
O1 0.186 0.722 0.652  -0.267
O2 -2.899 0.220 -1.247  -0.553
S1 -2.046 2.309 0.765  -0.240

Of them, the most stable is <one> and the least stable is <two>.

<one>
C2H4NO2 | wB97M-V/def2-TZVPD

The calculation puts the HOMO energy at -17.206 eV. As for the net charge: +1. The orbital gap comes out at 10.62 eV.

Last column: Mulliken charge in e.
Geometry (Å):
C1 -0.092 -0.193 -0.046  0.409
C2 1.296 -0.492 -0.028  -0.968
N1 -2.137 0.676 0.130  0.344
O1 -2.830 1.350 0.722  -0.075
O2 -0.813 0.267 0.843  -0.162
H1 -0.368 -0.248 -1.129  0.377
H2 1.735 0.390 -0.683  0.348
H3 1.563 -1.346 -0.710  0.372
H4 1.646 -0.405 0.901  0.356

<two>
C2H4NO2 | wB97M-V/def2-TZVPD

The calculation puts the HOMO energy at -16.074 eV. As for the net charge: +1. The orbital gap comes out at 11.01 eV. As for the SMILES: [NH3+][C@H]1OC1=O.

Last column: Mulliken charge in e.
Geometry (Å):
N1 -0.223 0.132 -0.317  -0.405
C1 0.993 -0.196 0.537  -0.164
O1 2.108 -1.157 -0.234  -0.279
C2 2.369 0.107 0.116  0.610
O2 3.259 0.855 0.055  -0.357
H1 -0.093 -0.003 -1.325  0.372
H2 -0.403 1.263 0.026  0.484
H3 -1.046 -0.483 -0.022  0.391
H4 0.652 -0.730 1.441  0.347

Of them, the most stable is <two> and the least stable is <one>.